Version i
DFT (ωB97M-V with the def2-TZVPD basis set) results for a cluster of 3 separate species, C6H15N2 in total.

```
! wB97M-V def2-TZVPD RIJCOSX def2/J DEFGRID3
* xyz 1 1
N -1.388 1.039 -3.205
C 5.020 -0.144 0.212
C 4.375 -1.272 0.656
N -0.812 -0.149 -0.375
C -0.634 -0.777 0.855
C -1.968 -0.698 1.603
C -2.381 0.730 1.243
C -1.852 0.881 -0.228
H -1.137 0.241 -2.640
H -1.566 0.708 -4.135
H -0.561 1.654 -3.251
H 4.942 0.646 0.974
H 4.907 0.612 -0.598
H 3.904 -2.260 0.174
H 3.754 -1.219 1.580
H -0.105 0.291 0.827
H -0.359 -1.838 0.767
H -2.438 -1.465 0.990
H -1.993 -0.971 2.661
H -1.861 1.515 1.820
H -3.451 0.909 1.281
H -1.494 1.886 -0.378
H -2.720 0.795 -0.888
*
```

Summary:
**HOMO level**: -12.23 eV
**Lowest unoccupied orbital energy**: -7.500 eV

=====

Version ii
DFT (ωB97M-V with the def2-TZVPD basis set) results for a cluster of 2 separate species, C6H15N2 in total.

```
! wB97M-V def2-TZVPD RIJCOSX def2/J DEFGRID3
* xyz 1 1
C 1.864 -0.023 -0.143
C 2.697 -1.147 0.391
C -2.046 -1.595 -0.299
C -0.011 1.487 -1.499
C -1.246 1.646 0.629
C -1.657 -1.350 0.941
N 0.678 0.145 0.339
N -0.284 0.900 -0.260
H 2.466 0.657 -0.814
H 3.624 -0.888 0.744
H 2.115 -1.811 1.172
H 3.090 -1.874 -0.420
H -3.005 -1.145 -0.503
H 0.347 -0.488 1.038
H -1.423 -2.127 -1.105
H 0.848 2.278 -1.542
H 0.179 0.788 -2.427
H -0.830 2.088 -1.840
H -1.016 2.709 0.866
H -2.214 1.513 0.033
H -1.214 1.170 1.641
H -0.754 -1.789 1.243
H -2.210 -1.143 1.815
*
```

Summary:
**HOMO level (alpha / beta)**: -13.23 / -13.23 eV
**Lowest unoccupied orbital energy (alpha / beta)**: -4.074 / -4.074 eV

=====

The most stable of them is version ii.

=====

Version i
DFT (ωB97M-V with the def2-TZVPD basis set) results for a cluster of 2 separate species, C16H17NO in total.

```
! wB97M-V def2-TZVPD RIJCOSX def2/J DEFGRID3
* xyz 0 1
C -1.012 0.787 -1.514
C -1.429 -0.463 -0.849
C -2.543 -0.622 -0.060
N -2.848 -2.011 0.098
C -1.947 -2.692 -0.677
C -1.658 -4.040 -1.016
C -0.450 -4.448 -1.553
C 0.418 -3.500 -2.113
C 0.054 -2.182 -2.043
C -1.029 -1.775 -1.226
H -1.026 1.779 -1.058
H -1.517 0.873 -2.538
H 0.056 0.719 -1.763
H -3.134 -0.030 0.609
H -3.802 -2.309 0.207
H -2.327 -4.865 -0.864
H -0.432 -5.538 -1.559
H 1.413 -3.850 -2.385
H 0.474 -1.367 -2.637
C 0.508 4.331 3.210
C 0.967 3.379 2.149
C 1.062 2.015 2.553
C 1.722 1.124 1.689
C 2.066 1.547 0.419
O 2.384 0.620 -0.562
C 1.956 2.891 -0.004
C 1.505 3.778 0.925
H 1.357 4.752 3.779
H -0.072 3.843 3.964
H -0.041 5.267 3.017
H 0.739 1.649 3.522
H 2.007 0.173 2.146
H 2.409 -0.276 -0.212
H 2.320 2.943 -1.026
H 1.746 4.835 0.887
*
```

Summary:
**HOMO level**: -7.85 eV
**Lowest unoccupied orbital energy**: 0.845 eV
**SMILES string**: Cc1c[nH]c2ccccc12.Cc1ccc(O)cc1

=====

Version ii
DFT (ωB97M-V with the def2-TZVPD basis set) results for a cluster of 2 separate species, C16H17NO in total.

```
! wB97M-V def2-TZVPD RIJCOSX def2/J DEFGRID3
* xyz 0 1
C -2.567 3.220 0.068
C -2.279 1.831 0.451
C -1.064 1.386 1.016
N -1.124 0.047 1.378
C -2.342 -0.420 0.896
C -2.901 -1.646 1.202
C -4.278 -1.812 1.100
C -5.034 -0.738 0.438
C -4.468 0.512 0.218
C -3.091 0.660 0.381
H -1.763 3.902 0.408
H -3.595 3.515 0.511
H -2.656 3.354 -0.990
H -0.179 1.908 1.124
H -0.343 -0.577 1.564
H -2.344 -2.392 1.723
H -4.850 -2.749 0.997
H -6.075 -0.805 0.235
H -5.069 1.448 -0.101
C 3.197 -2.387 -2.429
C 3.429 -1.318 -1.437
C 4.478 -0.433 -1.647
C 4.682 0.491 -0.688
C 3.804 0.591 0.381
O 4.021 1.701 1.071
C 2.893 -0.319 0.710
C 2.644 -1.318 -0.265
H 3.729 -2.294 -3.326
H 2.167 -2.424 -2.886
H 3.257 -3.417 -1.995
H 4.936 -0.338 -2.628
H 5.263 1.411 -0.901
H 3.324 1.713 1.744
H 2.157 -0.178 1.505
H 2.041 -2.125 0.172
*
```

Summary:
**HOMO level**: -7.78 eV
**Lowest unoccupied orbital energy**: 0.565 eV
**SMILES string**: Cc1c[nH]c2ccccc12.Cc1ccc(O)cc1

=====

The most stable of them is version i.

=====

Version i
DFT (ωB97M-V with the def2-TZVPD basis set) results for a cluster of 2 separate species, C16H17NO in total.

```
! wB97M-V def2-TZVPD RIJCOSX def2/J DEFGRID3
* xyz 0 1
C -1.036 0.659 -1.596
C -1.603 -0.659 -1.242
C -2.715 -0.872 -0.447
N -2.815 -2.230 -0.231
C -1.819 -2.910 -0.816
C -1.483 -4.251 -0.888
C -0.448 -4.657 -1.676
C 0.413 -3.645 -2.252
C 0.249 -2.303 -2.008
C -0.997 -1.911 -1.480
H -1.084 1.532 -0.957
H -1.293 1.059 -2.546
H 0.081 0.631 -1.617
H -3.471 -0.243 0.001
H -3.648 -2.655 0.141
H -2.157 -5.059 -0.527
H -0.441 -5.694 -1.954
H 1.265 -4.147 -2.684
H 0.980 -1.567 -2.323
C 0.703 4.218 3.168
C 1.169 3.086 2.273
C 1.260 1.750 2.598
C 1.508 0.756 1.650
C 1.820 1.231 0.378
O 2.071 0.450 -0.724
C 1.848 2.581 -0.027
C 1.329 3.518 0.926
H 1.537 4.855 3.468
H 0.258 3.649 4.029
H -0.007 4.959 2.791
H 1.312 1.357 3.608
H 1.623 -0.293 1.868
H 2.124 -0.496 -0.549
H 2.141 2.721 -1.056
H 1.327 4.580 0.704
*
```

Summary:
**HOMO level**: -7.80 eV
**Lowest unoccupied orbital energy**: 0.819 eV
**SMILES string**: Cc1c[nH]c2ccccc12.Cc1ccc(O)cc1

=====

Version ii
DFT (ωB97M-V with the def2-TZVPD basis set) results for a cluster of 2 separate species, C16H17NO in total.

```
! wB97M-V def2-TZVPD RIJCOSX def2/J DEFGRID3
* xyz 0 1
C -2.976 0.158 -0.287
C -1.946 -0.799 0.146
C -0.607 -0.639 0.147
N -0.024 -1.766 0.681
C -1.055 -2.655 1.140
C -0.987 -3.971 1.527
C -2.290 -4.592 1.598
C -3.436 -3.915 1.508
C -3.507 -2.611 0.952
C -2.279 -2.079 0.736
H -3.832 -0.339 -0.833
H -2.456 0.941 -0.959
H -3.297 0.778 0.500
H -0.151 0.157 -0.289
H 0.944 -1.638 1.174
H -0.108 -4.469 1.793
H -2.157 -5.615 1.902
H -4.285 -4.524 1.859
H -4.524 -2.276 0.650
C 0.563 3.907 -1.491
C 1.768 3.206 -1.041
C 1.782 1.837 -1.715
C 2.987 1.111 -1.505
C 3.769 1.460 -0.388
O 4.536 0.688 0.343
C 3.726 2.693 0.200
C 2.755 3.631 -0.208
H 0.241 4.731 -0.809
H -0.387 3.351 -1.628
H 0.969 4.348 -2.446
H 1.113 1.529 -2.470
H 3.185 0.258 -2.046
H 4.902 -0.158 -0.089
H 4.394 2.666 1.080
H 2.670 4.595 0.268
*
```

Summary:
**HOMO level**: -7.59 eV
**Lowest unoccupied orbital energy**: 0.537 eV
**SMILES string**: Cc1c[nH]c2ccccc12.Cc1ccc(O)cc1

=====

The most stable of them is version i.